{"formula": "C32H76NO14", "method": "ωB97M-V/def2-TZVPD", "e_homo_ev": [-7.877, -8.847], "e_tot_ev": -64564.8279, "multiplicity": 2, "species": ["C", "C", "O", "O", "C", "C", "C", "C", "C", "C", "C", "C", "C", "C", "C", "C", "C", "C", "C", "N", "O", "C", "C", "C", "C", "H", "H", "H", "H", "H", "H", "H", "H", "H", "H", "H", "H", "H", "H", "H", "H", "H", "H", "H", "H", "H", "H", "H", "H", "H", "H", "H", "H", "H", "H", "H", "H", "C", "O", "H", "H", "H", "H", "C", "O", "H", "H", "H", "H", "C", "O", "H", "H", "H", "H", "C", "O", "H", "H", "H", "H", "C", "O", "H", "H", "H", "H", "C", "O", "H", "H", "H", "H", "C", "O", "H", "H", "H", "H", "C", "O", "H", "H", "H", "H", "C", "O", "H", "H", "H", "H", "C", "O", "H", "H", "H", "H", "C", "O", "H", "H", "H", "H"], "positions_angstrom": [[2.671336, -2.539707, 2.298458], [2.534162, -1.530872, 1.212468], [3.405986, -1.247362, 0.463355], [1.310056, -0.961869, 1.127745], [1.348051, 0.483612, 1.241764], [-0.058223, 1.007538, 1.033068], [-0.085676, 2.360923, 0.298336], [-1.566595, 2.844567, 0.215756], [-2.657689, 1.808523, 0.397640], [-3.207663, 1.687111, 1.682738], [-4.247003, 0.791673, 1.967481], [-4.764888, -0.007064, 0.952844], [-4.223233, 0.104926, -0.330378], [-3.178383, 0.996937, -0.626739], [-2.676166, 1.059898, -2.044674], [0.489674, 2.131936, -1.134679], [1.698576, 2.953880, -1.649953], [2.977728, 2.094468, -1.822072], [1.315693, 3.438250, -3.056018], [1.990026, 4.156952, -0.833793], [1.437025, 5.237106, -1.236895], [2.022802, 4.002537, 0.633465], [3.246809, 3.220953, 1.117149], [2.152102, 5.393241, 1.257762], [0.702297, 3.381131, 1.175732], [1.699888, -2.749425, 2.723147], [3.076926, -3.462762, 1.906166], [3.313962, -2.115148, 3.059973], [2.030204, 0.856968, 0.487951], [1.753321, 0.745656, 2.216693], [-0.571781, 0.248585, 0.453564], [-0.528238, 1.103534, 2.006230], [-1.735886, 3.360445, -0.725170], [-1.748731, 3.584606, 0.984848], [-2.844051, 2.294286, 2.500547], [-4.670408, 0.729123, 2.956476], [-5.573408, -0.688594, 1.149860], [-4.631466, -0.504238, -1.122515], [-3.284237, 0.420865, -2.666487], [-1.668393, 0.665028, -2.096724], [-2.716779, 2.061830, -2.454122], [-0.310998, 2.292270, -1.836377], [0.737710, 1.080379, -1.223869], [2.881081, 1.098618, -1.407463], [3.827339, 2.596332, -1.377876], [3.213103, 1.992742, -2.872199], [1.280969, 2.560324, -3.694678], [2.057109, 4.117959, -3.455457], [0.327715, 3.877094, -3.072887], [3.573170, 2.413959, 0.473686], [4.085920, 3.906005, 1.194482], [3.087334, 2.818031, 2.109617], [2.940891, 5.954991, 0.772515], [2.410356, 5.268936, 2.306190], [1.226737, 5.948149, 1.209190], [0.958223, 2.903086, 2.111982], [0.060414, 4.206211, 1.450091], [-6.319944, 4.270093, 1.612464], [-5.146737, 4.187912, 2.407839], [-6.890421, 5.128435, 1.959430], [-6.077321, 4.413970, 0.555561], [-6.936840, 3.372336, 1.718831], [-4.643921, 3.426228, 2.098933], [4.638605, -5.803300, 0.402638], [4.020491, -5.218755, -0.744825], [4.656810, -6.880766, 0.266477], [5.663568, -5.444243, 0.512383], [4.070652, -5.570934, 1.307509], [4.010223, -4.264240, -0.625418], [-4.355837, 1.225227, -6.094685], [-4.496360, 1.311000, -4.672707], [-3.297155, 1.281657, -6.324804], [-4.742439, 0.279999, -6.468565], [-4.873045, 2.055092, -6.585355], [-5.433634, 1.257859, -4.469106], [-2.404036, -2.331494, -7.574329], [-3.150644, -1.154653, -7.865171], [-1.690171, -2.080473, -6.793908], [-3.051488, -3.135378, -7.214008], [-1.857149, -2.683000, -8.453405], [-3.781590, -1.365191, -8.560539], [0.258864, -2.897271, 5.766855], [0.747975, -1.710415, 5.143026], [1.016862, -3.229565, 6.471580], [-0.669394, -2.706490, 6.310121], [0.089541, -3.689161, 5.033239], [0.082000, -1.411647, 4.516526], [8.101097, -7.574171, 0.227980], [7.347270, -7.657366, 1.434455], [7.537994, -6.952160, -0.462951], [9.077884, -7.114857, 0.400108], [8.240844, -8.559867, -0.222424], [7.836249, -8.207646, 2.051293], [-7.092711, -1.521452, 4.653696], [-6.653670, -0.359480, 3.956695], [-6.327825, -1.766644, 5.385481], [-8.034649, -1.339151, 5.176872], [-7.216157, -2.370039, 3.975639], [-7.325778, -0.132816, 3.308288], [4.765460, 1.799223, 4.533499], [3.544182, 2.489674, 4.770858], [4.933695, 1.816934, 3.458345], [5.607466, 2.285382, 5.033015], [4.706799, 0.756040, 4.860556], [3.356790, 2.460498, 5.716110], [-2.882674, 1.491285, -9.631220], [-4.050236, 0.749361, -9.995379], [-2.538313, 1.110644, -8.676189], [-2.093161, 1.356528, -10.374890], [-3.118310, 2.554645, -9.537597], [-4.344180, 1.086446, -10.845347], [2.107219, -7.811372, -2.373829], [3.327992, -7.746351, -3.099404], [1.730790, -8.829582, -2.436960], [2.272152, -7.558826, -1.323236], [1.359561, -7.132998, -2.793783], [3.656921, -6.845331, -3.022191], [0.669109, 1.216489, 7.559330], [1.913768, 1.187014, 6.873219], [0.689049, 2.067978, 8.234507], [-0.163102, 1.338067, 6.861241], [0.517238, 0.306337, 8.145497], [1.894017, 0.440065, 6.264453]], "forces_ev_per_a": [[-0.7, -0.3, 0.0], [-0.7, -0.5, 0.2], [1.4, 0.5, -1.0], [-0.4, 0.4, 0.8], [0.0, -0.2, -0.5], [0.6, 0.1, 0.0], [0.1, -0.1, 0.2], [-0.4, -0.2, -0.2], [-0.3, -0.2, 0.4], [-0.6, -0.7, -0.2], [0.2, 0.2, -0.4], [0.7, 0.5, -0.4], [0.1, 0.3, 0.5], [-0.3, 0.0, 0.2], [-0.1, -0.4, 0.5], [0.1, 0.2, 0.6], [0.2, -0.2, -0.9], [0.0, 0.4, 0.2], [0.0, -0.3, 0.1], [-0.9, -0.1, 0.3], [0.1, 0.1, -0.1], [0.0, 0.1, 0.8], [0.4, -0.1, -0.3], [0.0, -0.2, 0.1], [0.3, 0.0, -0.7], [-0.1, 0.0, 0.3], [0.4, -0.1, 0.0], [0.2, -0.1, 0.2], [0.1, 0.1, -0.1], [0.0, 0.0, 0.2], [-0.4, -0.1, -0.1], [-0.4, -0.1, 0.1], [0.1, 0.2, -0.2], [0.1, 0.2, 0.2], [0.2, 0.2, 0.0], [0.0, 0.0, 0.2], [-0.1, -0.2, 0.1], [0.0, -0.1, -0.2], [-0.2, 0.0, -0.3], [0.3, 0.1, -0.1], [0.1, 0.2, -0.1], [-0.3, 0.1, -0.2], [0.1, -0.2, -0.1], [0.1, -0.2, 0.2], [0.2, 0.0, 0.0], [0.0, -0.1, -0.3], [0.0, -0.2, -0.1], [0.1, 0.2, -0.1], [-0.1, 0.4, 0.0], [-0.2, -0.2, 0.1], [0.2, 0.1, -0.1], [-0.1, 0.0, 0.2], [0.1, 0.1, -0.1], [0.0, 0.0, 0.2], [-0.1, 0.2, -0.2], [0.0, -0.1, 0.3], [-0.3, 0.2, -0.1], [0.2, -0.1, 0.1], [-0.1, 0.0, -0.1], [0.0, 0.0, 0.0], [-0.1, 0.0, 0.0], [0.0, 0.0, 0.0], [0.0, 0.0, 0.0], [-0.1, 0.3, -0.2], [0.0, -0.2, 0.0], [0.0, 0.0, -0.1], [0.0, -0.1, 0.1], [0.1, -0.1, 0.1], [0.0, 0.0, 0.0], [-0.3, 0.1, 0.3], [0.0, 0.0, -0.2], [0.1, 0.0, 0.0], [0.1, 0.0, -0.1], [0.1, 0.0, -0.1], [0.0, 0.0, 0.0], [-0.2, 0.1, -0.1], [0.1, -0.3, 0.1], [0.0, 0.0, 0.0], [0.0, 0.0, 0.0], [0.0, 0.0, 0.0], [0.0, 0.2, -0.1], [0.0, 0.1, -0.1], [0.0, 0.0, 0.1], [0.0, 0.0, 0.0], [0.0, 0.0, 0.0], [0.0, 0.0, 0.0], [0.0, 0.0, 0.0], [0.0, -0.1, 0.2], [0.0, 0.0, -0.1], [0.0, 0.0, 0.0], [0.0, 0.0, 0.0], [0.0, 0.0, 0.0], [0.0, 0.0, 0.0], [0.0, 0.1, -0.1], [0.0, -0.1, 0.1], [0.0, 0.0, 0.0], [0.0, 0.0, 0.0], [0.0, 0.0, 0.0], [0.0, 0.1, 0.0], [-0.3, 0.1, 0.1], [0.2, 0.0, -0.1], [0.1, 0.0, 0.0], [0.0, 0.0, 0.0], [0.0, 0.0, 0.0], [-0.2, -0.1, 0.0], [-0.2, 0.0, -0.2], [0.1, 0.0, 0.1], [0.0, -0.1, 0.0], [0.1, 0.0, 0.1], [0.1, 0.0, 0.0], [-0.1, -0.1, 0.0], [0.2, 0.1, 0.0], [-0.1, 0.0, 0.0], [0.1, 0.0, -0.1], [-0.1, 0.0, 0.0], [-0.1, 0.0, 0.0], [0.1, 0.0, 0.1], [0.1, -0.1, -0.1], [0.0, -0.1, 0.0], [0.0, 0.0, 0.0], [0.0, 0.0, 0.0], [0.0, 0.0, 0.0], [0.0, 0.0, 0.0]]}